ORCA calculation (wB97M-V/def2-TZVPD) on a cluster of 9 separate species, C12H42O9 in total in a non-equilibrium geometry.

Calculated values
**HOMO energy**: -0.3452 Eh
**SMILES**: CC(C)O.CC(C)O.CC(C)O.CC(C)O.O.O.O.O.O
**Strongest force on any atom**: 2.9 eV/A
**Kohn-Sham gap**: 9.34 eV
**ΔE to the lowest compared entry with this formula, charge and spin**: 162.66 kJ/mol
**DFT total energy**: -1159.50467 Eh

Each line ends with the Mulliken charge.
CARTESIAN COORDINATES (ANGSTROEM)
C (-0.28, 3.26, -2.17)  -0.930
C (-1.49, 2.92, -3.14)  0.629
C (-2.32, 4.13, -3.53)  -1.473
O (-0.74, 2.37, -4.19)  -0.579
H (0.64, 2.66, -2.20)  0.450
H (-0.53, 3.26, -1.11)  -0.059
H (0.17, 4.20, -2.47)  0.374
H (-2.20, 2.14, -2.87)  0.175
H (-3.01, 4.47, -2.76)  0.333
H (-2.86, 3.78, -4.42)  0.379
H (-1.72, 4.98, -3.86)  0.336
H (-0.24, 1.62, -3.84)  0.335
C (1.59, 4.31, 1.02)  -1.322
C (0.87, 3.25, 1.84)  0.385
C (-0.67, 3.50, 1.92)  -1.307
O (0.94, 2.06, 1.15)  -0.608
H (1.41, 5.28, 1.49)  0.464
H (1.30, 4.56, 0.00)  0.172
H (2.67, 4.23, 1.16)  0.385
H (1.31, 3.12, 2.83)  0.412
H (-0.90, 4.32, 2.60)  0.449
H (-1.26, 2.65, 2.26)  0.200
H (-1.16, 3.86, 1.02)  0.263
H (1.83, 1.71, 1.19)  0.186
C (-1.35, -0.82, 3.27)  -0.949
C (-0.09, -1.69, 3.03)  1.689
C (1.18, -1.03, 3.58)  -1.063
O (-0.29, -2.91, 3.71)  -0.563
H (-1.57, -0.71, 4.33)  0.454
H (-2.22, -1.15, 2.70)  0.282
H (-1.03, 0.19, 3.01)  -0.103
H (0.01, -1.88, 1.96)  -0.896
H (1.21, 0.04, 3.34)  0.067
H (2.04, -1.32, 2.97)  0.331
H (1.29, -1.11, 4.66)  0.361
H (-0.56, -2.77, 4.62)  0.365
C (0.40, -4.18, -1.51)  -1.392
C (0.66, -4.31, 0.04)  1.640
C (0.15, -5.61, 0.59)  -1.367
O (2.07, -4.33, 0.24)  -0.574
H (0.69, -3.20, -1.89)  0.284
H (-0.65, -4.34, -1.75)  0.344
H (0.97, -4.92, -2.07)  0.392
H (0.21, -3.44, 0.52)  -0.734
H (0.67, -6.40, 0.05)  0.333
H (-0.93, -5.72, 0.63)  0.350
H (0.45, -5.66, 1.64)  0.368
H (2.23, -4.26, 1.18)  0.356
O (-2.10, -1.28, -0.37)  -0.604
H (-2.44, -1.91, 0.27)  0.222
H (-2.73, -0.55, -0.35)  0.283
O (0.80, 0.15, -3.18)  -0.539
H (1.37, -0.54, -3.54)  0.284
H (0.91, 0.07, -2.23)  0.351
O (-1.68, -1.40, -3.08)  -0.650
H (-1.17, -0.64, -3.36)  0.361
H (-1.87, -1.24, -2.16)  0.347
O (3.26, -0.98, -0.54)  -0.683
H (3.20, -1.64, -1.22)  0.293
H (2.36, -0.80, -0.29)  0.218
O (0.71, -0.25, -0.41)  0.091
H (-0.14, -0.66, -0.26)  -0.066
H (0.63, 0.62, -0.01)  0.471

ORCA calculation (wB97M-V/def2-TZVPD) on a cluster of 3 separate species, C35H70O9P in total in a non-equilibrium geometry.

Calculated values
**HOMO energy**: -0.1510 Eh
**Strongest force on any atom**: 1.6 eV/A
**Charge**: -1
**Kohn-Sham gap**: 6.12 eV
**DFT total energy**: -2394.06127 Eh

Each line ends with the Mulliken charge.
CARTESIAN COORDINATES (ANGSTROEM)
C (-2.75, -3.44, 7.22)  -1.170
C (-3.71, -4.19, 6.30)  -0.228
C (-4.73, -3.26, 5.69)  0.474
O (-5.44, -2.58, 6.39)  -0.557
O (-4.88, -3.23, 4.34)  -0.374
C (-3.64, -2.94, 3.65)  -0.035
C (-3.87, -2.70, 2.18)  -0.876
C (-2.51, -2.67, 1.49)  0.423
C (-1.71, -3.95, 1.46)  -0.663
O (-0.59, -3.66, 0.70)  -0.331
P (-0.92, -2.40, -0.56)  1.551
C (-1.37, -1.23, -2.00)  -0.263
C (-2.46, -0.17, -1.79)  -1.157
C (-2.22, 0.81, -0.64)  0.638
C (-2.86, 2.17, -0.95)  -0.910
C (-3.10, 3.05, 0.30)  -0.591
C (-4.59, 3.32, 0.54)  -0.801
C (-4.99, 3.54, 1.99)  -0.921
C (-4.67, 2.32, 2.86)  0.015
C (-5.62, 2.21, 4.05)  -0.787
O (-5.68, 0.93, 4.65)  -0.395
C (-4.42, 0.39, 4.99)  -0.351
C (0.83, -2.71, -1.24)  -1.255
C (1.72, -1.47, -1.29)  0.114
C (3.11, -1.58, -0.62)  1.652
C (3.75, -2.96, -0.70)  -1.989
C (3.11, -1.03, 0.82)  -1.426
C (3.97, 0.23, 0.97)  0.099
C (3.61, 1.05, 2.18)  -0.559
C (3.79, 2.37, 2.23)  0.872
C (4.64, 3.13, 1.26)  -1.158
C (3.17, 3.21, 3.32)  -1.447
O (-2.55, -2.22, 0.18)  -0.217
H (-3.20, -3.24, 8.18)  0.300
H (-2.44, -2.49, 6.79)  0.305
H (-1.88, -4.08, 7.39)  0.351
H (-4.27, -4.94, 6.85)  0.371
H (-3.12, -4.70, 5.55)  0.308
H (-2.98, -3.80, 3.75)  0.266
H (-3.13, -2.07, 4.07)  0.330
H (-4.47, -3.52, 1.77)  0.382
H (-4.42, -1.78, 1.99)  0.037
H (-1.91, -1.92, 2.05)  -0.058
H (-1.32, -4.24, 2.45)  0.273
H (-2.33, -4.79, 1.10)  0.179
H (-0.49, -1.34, 0.32)  -0.753
H (-1.49, -3.49, -1.34)  -0.806
H (-1.72, -1.88, -2.81)  0.365
H (-0.52, -0.67, -2.39)  -0.005
H (-3.46, -0.60, -1.72)  0.270
H (-2.47, 0.44, -2.71)  0.469
H (-1.16, 0.89, -0.40)  0.179
H (-2.73, 0.40, 0.23)  -0.289
H (-2.19, 2.70, -1.63)  0.166
H (-3.80, 1.97, -1.46)  0.449
H (-2.58, 4.00, 0.16)  0.489
H (-2.65, 2.54, 1.14)  0.292
H (-4.84, 4.23, -0.01)  0.356
H (-5.20, 2.52, 0.10)  0.396
H (-6.08, 3.67, 2.01)  0.396
H (-4.50, 4.42, 2.39)  0.319
H (-3.65, 2.42, 3.21)  0.307
H (-4.68, 1.41, 2.26)  0.086
H (-6.63, 2.41, 3.70)  0.418
H (-5.35, 2.97, 4.80)  0.285
H (-3.98, -0.13, 4.14)  -0.109
H (-3.72, 1.17, 5.32)  0.396
H (-4.58, -0.30, 5.81)  0.237
H (1.25, -3.55, -0.71)  0.444
H (0.66, -3.05, -2.26)  0.249
H (1.19, -0.65, -0.80)  0.013
H (1.86, -1.14, -2.31)  0.244
H (3.77, -0.90, -1.18)  -0.647
H (3.37, -3.60, 0.09)  0.433
H (3.51, -3.45, -1.64)  0.412
H (4.83, -2.92, -0.59)  0.402
H (3.49, -1.79, 1.50)  0.414
H (2.09, -0.83, 1.14)  0.429
H (3.78, 0.85, 0.10)  0.042
H (5.03, -0.05, 1.02)  0.258
H (3.21, 0.56, 3.06)  0.299
H (5.70, 3.03, 1.51)  0.260
H (4.40, 4.19, 1.29)  0.372
H (4.52, 2.81, 0.23)  0.188
H (2.58, 2.57, 3.97)  0.358
H (2.55, 3.96, 2.84)  0.348
H (3.94, 3.74, 3.88)  0.325
O (0.76, 0.91, -3.25)  -0.581
C (0.79, 1.23, -4.41)  0.878
O (0.37, 0.36, -5.34)  -0.334
C (0.19, 0.71, -6.71)  -0.490
C (1.47, 0.57, -7.51)  -0.842
C (1.39, 2.55, -4.84)  -1.072
H (-0.24, 1.71, -6.80)  0.351
H (-0.56, 0.02, -7.08)  0.341
H (2.25, 1.25, -7.15)  0.157
H (1.29, 0.78, -8.56)  0.385
H (1.86, -0.45, -7.41)  0.276
H (2.46, 2.39, -5.01)  0.008
H (1.26, 3.26, -4.03)  0.303
H (0.95, 2.98, -5.73)  0.403
O (4.51, 2.16, -6.24)  -0.596
C (5.24, 1.81, -5.36)  0.744
O (6.18, 0.88, -5.62)  -0.354
C (7.21, 0.53, -4.70)  -0.440
C (6.77, -0.56, -3.74)  -0.660
C (5.07, 2.30, -3.94)  -0.979
H (7.58, 1.41, -4.17)  0.360
H (8.03, 0.17, -5.32)  0.293
H (5.94, -0.23, -3.11)  0.012
H (7.59, -0.86, -3.10)  0.381
H (6.43, -1.43, -4.30)  0.303
H (4.39, 1.63, -3.41)  0.135
H (4.62, 3.29, -3.97)  0.441
H (6.00, 2.37, -3.38)  0.395

ORCA calculation (wB97M-V/def2-TZVPD) on a cluster of 5 separate species, C30H70O15 in total in a non-equilibrium geometry.

Calculated values
**HOMO energy (alpha / beta)**: -0.4041 / -0.4041 Eh
**Strongest force on any atom**: 3.8 eV/A
**Charge**: +1
**Kohn-Sham gap (alpha / beta)**: 8.88 / 2.80 eV
**Spin multiplicity**: 2
**ΔE to the lowest compared entry with this formula, charge and spin**: 0.00 kJ/mol
**DFT total energy**: -2312.86043 Eh

Each line ends with the Mulliken charge.
CARTESIAN COORDINATES (ANGSTROEM)
C (-12.04, -18.16, -13.66)  -0.366
O (-12.61, -16.89, -13.73)  -0.033
C (-13.95, -16.81, -13.23)  -0.817
C (-14.44, -15.39, -13.40)  0.164
O (-15.80, -15.29, -13.20)  -0.394
C (-16.32, -13.97, -13.36)  -0.426
C (-17.98, -13.95, -13.41)  -0.555
O (-18.58, -12.64, -13.09)  -0.399
C (-18.20, -11.47, -13.91)  -0.548
H (-12.24, -18.51, -12.64)  0.361
H (-10.99, -18.04, -13.91)  -0.272
H (-12.54, -18.78, -14.41)  0.333
H (-14.09, -17.16, -12.21)  0.370
H (-14.53, -17.46, -13.89)  0.433
H (-14.26, -15.08, -14.43)  0.329
H (-13.87, -14.73, -12.74)  -0.141
H (-16.03, -13.61, -14.35)  0.331
H (-16.02, -13.14, -12.71)  0.397
H (-18.35, -14.80, -12.85)  0.320
H (-18.33, -14.03, -14.44)  0.297
H (-18.41, -10.54, -13.37)  0.242
H (-18.76, -11.59, -14.83)  0.310
H (-17.16, -11.56, -14.21)  0.183
C (-13.55, -11.64, -13.37)  -0.501
O (-13.49, -12.08, -12.02)  -0.285
C (-12.24, -11.61, -11.30)  0.613
C (-11.89, -10.14, -11.57)  -1.229
O (-11.43, -9.82, -12.89)  -0.332
C (-10.01, -10.14, -13.06)  -0.336
C (-9.78, -10.31, -14.54)  -1.026
O (-10.27, -11.62, -14.96)  0.101
C (-10.07, -11.84, -16.37)  -0.925
H (-12.69, -11.70, -14.04)  -0.017
H (-13.82, -10.59, -13.49)  0.379
H (-14.35, -12.19, -13.87)  0.176
H (-11.39, -12.20, -11.65)  -0.279
H (-12.39, -11.82, -10.24)  0.323
H (-11.26, -9.73, -10.78)  0.431
H (-12.85, -9.63, -11.45)  0.466
H (-9.66, -10.97, -12.44)  0.236
H (-9.52, -9.22, -12.75)  0.405
H (-8.71, -10.21, -14.72)  0.472
H (-10.29, -9.44, -14.95)  0.564
H (-10.70, -12.63, -16.77)  0.170
H (-9.00, -11.97, -16.55)  0.322
H (-10.45, -10.93, -16.85)  0.403
C (-3.43, -14.94, -7.06)  -0.761
O (-3.58, -14.61, -8.39)  -0.322
C (-4.48, -15.50, -9.09)  -0.369
C (-4.46, -15.03, -10.57)  0.244
O (-3.44, -15.70, -11.31)  -0.375
C (-3.51, -15.41, -12.75)  0.118
C (-2.31, -16.18, -13.41)  -0.696
O (-2.39, -17.49, -13.19)  -0.350
C (-1.28, -18.31, -13.64)  -0.721
H (-4.21, -14.53, -6.43)  0.227
H (-2.52, -14.44, -6.71)  0.323
H (-3.39, -15.97, -6.70)  0.358
H (-5.51, -15.59, -8.74)  0.095
H (-4.13, -16.53, -9.09)  0.391
H (-4.37, -13.96, -10.76)  0.380
H (-5.43, -15.27, -11.00)  -0.392
H (-3.50, -14.34, -12.97)  0.343
H (-4.42, -15.93, -13.05)  -0.183
H (-1.43, -15.76, -12.93)  0.363
H (-2.22, -15.93, -14.47)  0.442
H (-0.49, -17.64, -13.99)  0.344
H (-1.53, -19.04, -14.42)  0.251
H (-0.87, -18.96, -12.87)  0.257
C (-10.06, -15.37, -16.14)  -0.526
O (-8.66, -15.80, -16.00)  -0.355
C (-8.45, -16.75, -14.96)  -0.577
C (-8.09, -16.22, -13.53)  -0.233
O (-6.90, -15.49, -13.41)  -0.074
C (-7.01, -14.11, -13.79)  -1.109
C (-8.09, -13.17, -13.06)  0.138
O (-7.72, -13.03, -11.72)  -0.367
C (-8.19, -14.06, -10.87)  -0.056
H (-10.88, -16.08, -16.16)  0.331
H (-10.10, -14.79, -17.06)  0.346
H (-10.41, -14.61, -15.44)  0.067
H (-7.63, -17.41, -15.26)  0.416
H (-9.29, -17.43, -14.85)  0.151
H (-7.71, -17.11, -13.02)  0.417
H (-8.94, -15.87, -12.95)  0.213
H (-7.32, -14.11, -14.83)  0.496
H (-5.98, -13.74, -13.76)  0.502
H (-9.04, -13.59, -13.37)  0.478
H (-7.90, -12.23, -13.58)  0.256
H (-9.24, -14.24, -11.13)  0.051
H (-8.05, -13.86, -9.81)  0.353
H (-7.59, -14.96, -10.97)  -0.157
C (-7.04, -15.25, -5.29)  -0.246
O (-8.20, -14.40, -5.74)  -0.362
C (-9.07, -15.12, -6.47)  -0.293
C (-10.09, -14.19, -7.09)  -0.549
O (-10.91, -14.97, -7.95)  -0.166
C (-11.99, -14.21, -8.58)  -0.556
C (-12.63, -14.93, -9.82)  0.219
O (-13.46, -16.05, -9.51)  -0.458
C (-12.65, -17.20, -9.52)  -0.381
H (-6.33, -14.69, -4.69)  0.322
H (-6.52, -15.43, -6.23)  -0.159
H (-7.29, -16.20, -4.81)  0.313
H (-9.50, -15.96, -5.93)  0.357
H (-8.69, -15.54, -7.40)  0.150
H (-9.62, -13.38, -7.64)  0.268
H (-10.63, -13.74, -6.26)  0.309
H (-11.52, -13.30, -8.95)  0.149
H (-12.72, -13.91, -7.82)  0.363
H (-11.77, -15.05, -10.46)  -0.041
H (-13.26, -14.27, -10.42)  0.271
H (-11.86, -17.23, -8.77)  0.175
H (-12.31, -17.41, -10.53)  0.003
H (-13.14, -18.09, -9.14)  0.333

Q: Which of these has the lowest strongest force on any atom?
A: C35H70O9P